(1)
{
  "formula": "CH6S4",
  "method": "ωB97M-V/def2-TZVPD",
  "symbols": ["S", "S", "H", "H", "C", "S", "S", "H", "H", "H", "H"],
  "coordinates": [[-0.805, 1.402, 1.911], [-2.005, -0.205, 2.456], [-1.227, 2.394, 2.684], [-1.164, -1.125, 2.851], [-0.189, 0.152, -1.726], [1.329, -0.653, -2.355], [2.259, -1.792, -0.971], [-0.697, -0.382, -0.962], [-1.007, 0.536, -2.459], [0.186, 1.032, -1.164], [3.318, -1.360, -0.264]],
  "charge": 1,
  "spin_multiplicity": 2,
  "fmax_ha_per_bohr": 0.0457,
  "gap_ev": [6.8, 3.1],
  "de_lowest_kcal_mol": 34.29,
  "homo_ev": [-12.22, -12.13]
}

=====

(2)
{
  "formula": "C52H69BrN6P2PdSi",
  "method": "ωB97M-V/def2-TZVPD",
  "symbols": ["Pd", "C", "N", "C", "C", "N", "C", "P", "C", "N", "C", "C", "N", "C", "C", "N", "C", "C", "N", "C", "H", "H", "H", "H", "H", "H", "H", "H", "H", "H", "H", "H", "H", "H", "H", "C", "C", "C", "C", "C", "C", "C", "C", "C", "C", "H", "H", "H", "H", "H", "H", "H", "H", "H", "H", "H", "H", "C", "C", "C", "C", "Si", "Br", "C", "C", "C", "C", "C", "C", "C", "C", "H", "H", "H", "H", "H", "H", "H", "H", "H", "H", "H", "H", "H", "H", "H", "H", "H", "H", "H", "H", "H", "H", "H", "H", "H", "H", "H", "C", "C", "C", "C", "C", "C", "P", "C", "C", "C", "C", "C", "C", "C", "C", "C", "C", "C", "C", "H", "H", "H", "H", "H", "H", "H", "H", "H", "H", "H", "H", "H", "H", "H"],
  "coordinates": [[1.078, 0.155, -0.118], [5.569, 3.455, -0.084], [4.880, 2.242, -0.497], [5.338, 1.293, -1.365], [4.329, 0.375, -1.490], [3.275, 0.747, -0.712], [3.627, 1.880, -0.123], [2.516, 2.967, 0.860], [1.627, 1.582, 1.735], [2.490, 0.610, 1.956], [2.375, -0.197, 3.122], [1.741, 0.495, 4.326], [0.657, 1.943, 2.657], [-0.350, 2.911, 2.226], [1.433, 3.241, -0.580], [1.099, 2.231, -1.363], [0.616, 2.777, -2.507], [0.654, 4.141, -2.416], [1.181, 4.428, -1.190], [1.336, 5.751, -0.608], [6.588, 3.440, -0.460], [5.592, 3.520, 1.002], [5.060, 4.335, -0.479], [6.313, 1.344, -1.818], [4.305, -0.527, -2.079], [3.372, -0.555, 3.402], [1.327, -0.266, 4.994], [-0.820, 3.365, 3.093], [-1.108, 2.432, 1.603], [0.125, 3.699, 1.639], [0.297, 2.158, -3.325], [0.364, 4.908, -3.114], [1.571, 6.471, -1.387], [2.143, 5.739, 0.120], [0.417, 6.063, -0.112], [-0.533, -3.780, 1.693], [-0.283, -2.660, 0.669], [-1.654, -2.343, 0.050], [0.295, -1.383, 1.351], [0.642, -3.092, -0.453], [0.992, -4.412, -0.706], [1.778, -4.743, -1.803], [2.237, -3.757, -2.662], [1.885, -2.436, -2.428], [1.084, -2.124, -1.345], [-1.194, -3.425, 2.481], [0.383, -4.157, 2.145], [-1.032, -4.616, 1.206], [-2.304, -1.853, 0.779], [-2.136, -3.265, -0.274], [-1.549, -1.693, -0.811], [-0.492, -0.770, 1.804], [0.650, -5.204, -0.054], [2.016, -5.782, -1.991], [2.842, -4.013, -3.521], [2.197, -1.657, -3.113], [0.696, -1.082, -1.284], [-5.045, 2.927, -3.973], [-4.134, 2.584, -2.781], [-5.001, 2.546, -1.514], [-3.108, 3.711, -2.605], [-3.309, 0.863, -3.082], [-1.778, 0.790, -1.217], [-2.288, 0.695, -4.720], [-3.177, 0.089, -5.822], [-1.798, 2.043, -5.272], [-1.071, -0.219, -4.506], [-4.409, -0.676, -2.695], [-3.664, -1.978, -3.028], [-4.824, -0.766, -1.219], [-5.692, -0.596, -3.542], [-5.565, 3.867, -3.770], [-5.804, 2.161, -4.142], [-4.485, 3.057, -4.898], [-5.363, 3.555, -1.295], [-4.438, 2.199, -0.645], [-5.877, 1.911, -1.645], [-3.640, 4.640, -2.381], [-2.522, 3.879, -3.507], [-2.429, 3.510, -1.776], [-4.059, 0.705, -6.011], [-3.506, -0.923, -5.595], [-2.603, 0.042, -6.751], [-2.628, 2.663, -5.608], [-1.162, 1.860, -6.142], [-1.218, 2.618, -4.555], [-1.366, -1.231, -4.223], [-0.399, 0.161, -3.733], [-0.502, -0.289, -5.438], [-2.726, -2.059, -2.475], [-3.445, -2.079, -4.089], [-4.288, -2.830, -2.745], [-3.963, -0.813, -0.553], [-5.403, -1.683, -1.075], [-5.453, 0.066, -0.910], [-5.486, -0.543, -4.611], [-6.299, 0.268, -3.267], [-6.296, -1.490, -3.365], [0.122, -3.441, 6.645], [-0.779, -2.770, 5.829], [-0.368, -2.271, 4.605], [0.952, -2.453, 4.191], [1.872, -3.072, 5.039], [1.448, -3.574, 6.258], [1.523, -1.777, 2.617], [2.820, -2.838, 1.938], [3.674, -2.272, 0.989], [4.686, -3.032, 0.428], [4.855, -4.356, 0.806], [3.998, -4.924, 1.736], [2.981, -4.174, 2.303], [0.615, 1.393, 3.904], [2.737, 1.282, 5.116], [2.386, 1.908, 6.263], [1.089, 1.968, 6.829], [-0.132, 1.789, 6.202], [-0.382, 1.670, 4.832], [-0.207, -3.847, 7.592], [-1.806, -2.642, 6.143], [-1.071, -1.737, 3.976], [2.911, -3.152, 4.750], [2.158, -4.077, 6.901], [3.547, -1.238, 0.705], [5.346, -2.587, -0.305], [5.656, -4.945, 0.379], [4.119, -5.960, 2.022], [2.326, -4.642, 3.025], [3.774, 1.263, 4.796], [3.190, 2.346, 6.844], [1.035, 2.285, 7.862], [-0.999, 1.922, 6.837], [-1.397, 1.814, 4.480]],
  "charge": 2,
  "fmax_ha_per_bohr": 0.0515,
  "gap_ev": [5.1, 5.1],
  "de_lowest_kcal_mol": 93.53,
  "homo_ev": [-11.95, -11.95]
}

=====

(3)
{
  "formula": "C6H12N2O2PdS2",
  "method": "ωB97M-V/def2-TZVPD",
  "symbols": ["Pd", "C", "C", "S", "C", "C", "S", "H", "H", "H", "H", "H", "H", "C", "O", "C", "O", "N", "N", "H", "H", "H", "H", "H", "H"],
  "coordinates": [[-0.290, 0.149, -0.208], [1.466, 3.199, 2.746], [0.756, 2.095, 2.057], [1.336, 1.565, 0.652], [-0.426, 1.442, 2.670], [-0.972, 1.878, 3.987], [-1.114, 0.183, 1.937], [2.276, 3.599, 2.142], [1.872, 2.851, 3.702], [0.759, 4.003, 2.978], [-0.387, 2.671, 4.445], [-1.018, 1.032, 4.676], [-2.000, 2.227, 3.857], [0.347, -3.953, -3.656], [0.608, -3.403, -2.341], [0.183, -2.228, -1.990], [0.431, -1.811, -0.852], [-0.523, -1.486, -2.880], [-0.965, -0.209, -2.498], [0.818, -4.927, -3.650], [0.808, -3.333, -4.424], [-0.725, -4.067, -3.811], [-0.703, -1.803, -3.821], [-1.978, -0.164, -2.597], [-0.556, 0.490, -3.118]],
  "charge": 2,
  "fmax_ha_per_bohr": 0.0292,
  "gap_ev": [6.9, 6.7],
  "homo_ev": [-17.11, -16.93]
}